55
Properties=species:S:1:pos:R:3 method="wB97M-V/def2-TZVPD" total_energy_ev=-44202.44424 charge=-1 homo_lumo_gap_ev=7.439
In 1.288 -0.426 1.089
P 0.781 -0.937 -1.357
O 0.111 -2.447 -1.575
O -5.606 0.228 3.052
O 4.274 0.637 -0.034
O -0.335 0.122 -1.904
N 2.014 -0.856 -2.335
N -0.559 2.874 -3.489
N -4.603 -1.131 1.600
C 2.454 1.499 1.219
C -0.553 -0.104 2.367
C -1.092 4.258 -5.372
C 0.726 3.161 -3.685
C 4.311 -2.884 0.513
C -1.834 0.197 1.560
C -3.361 -1.843 1.297
C -3.961 -1.036 4.069
C 2.958 -3.167 1.199
C 3.861 1.363 0.808
C 2.499 -2.002 2.096
C 1.181 3.989 -4.701
C -2.279 -0.972 0.684
C -1.441 3.419 -4.324
C -4.768 -0.592 2.872
C 0.250 4.547 -5.561
H -2.479 3.166 -4.136
H 3.125 -4.023 1.854
H 4.659 -1.881 0.717
H 2.840 -0.633 -1.784
H -0.705 -0.956 3.032
H 3.356 -1.537 2.574
H -5.428 -1.604 1.270
H -2.520 -0.660 -0.321
H 1.980 2.309 0.666
H -1.417 -1.621 0.572
H -2.626 0.587 2.202
H -0.091 0.311 -2.826
H -3.211 -0.294 4.295
H 1.418 2.697 -2.990
H 4.214 -3.054 -0.550
H 2.238 4.189 -4.814
H 0.565 5.198 -6.367
H 5.067 -3.555 0.905
H -1.852 4.672 -6.021
H -3.603 -2.589 0.543
H 2.202 -3.466 0.480
H -2.934 -2.401 2.127
H 4.599 2.028 1.318
H -1.574 1.010 0.890
H 2.459 1.801 2.266
H 1.904 -2.415 2.909
H 0.004 -2.873 -0.715
H -4.650 -1.087 4.900
H -3.511 -2.011 3.969
H -0.348 0.793 2.947